Entry 1:
Entry from OMol25: a molecular structure, C2H2N5O3 (ωB97M-V/def2-TZVPD).

```
! RIJCOSX wB97M-V def2-TZVPD def2/J DEFGRID3
* xyz -1 1
C -2.247 -1.091 0.079
C -1.317 -1.388 -0.850
N -1.521 -2.151 1.477
N -0.271 -2.146 -0.384
N -3.412 -0.496 0.202
N -1.214 -1.060 -2.197
N -3.370 0.824 0.074
O -2.323 1.501 0.214
O -4.431 1.396 -0.248
O -0.513 -2.644 0.801
H -1.924 -0.334 -2.449
H -0.278 -0.508 -2.482
*
```

Calculated values
* molecular weight: 144.1 g/mol
* energy relative to the best compared isomer or geometry (same formula, charge and spin): 4.648 eV

From a natural (NBO) analysis of the wavefunction, the atomic charges in e read: 0.2726 0.1162 -0.1716 -0.1721 -0.4744 -0.8158 0.5950 -0.5128 -0.4886 -0.0960 0.3740 0.3734



Entry 2:
Entry from OMol25: a molecular structure, C2H2NO2 (ωB97M-V/def2-TZVPD).

```
! RIJCOSX wB97M-V def2-TZVPD def2/J DEFGRID3
* xyz -1 3
C 0.383 -0.791 -0.588
C 2.707 0.167 -0.002
N 0.907 0.342 -0.726
O 2.906 0.698 1.051
O 3.282 -0.593 -0.690
H -0.697 -1.051 -0.737
H 1.069 -1.608 -0.363
*
```

Calculated values
* molecular weight: 72.0 g/mol
* energy relative to the best compared isomer or geometry (same formula, charge and spin): 0.441 eV

From a natural (NBO) analysis of the wavefunction, the atomic charges in e read: -0.6087 0.9559 -0.4218 -0.6553 -0.6279 0.1665 0.1913



Entry 3:
Entry from OMol25: a molecular structure, C2H2NO3 (ωB97M-V/def2-TZVPD).

```
! RIJCOSX wB97M-V def2-TZVPD def2/J DEFGRID3
* xyz -1 1
C 1.337 -0.376 0.019
C -0.277 0.059 -0.171
N -1.151 0.691 0.738
O 2.075 0.552 0.014
O 1.476 -1.567 0.075
O -0.728 1.278 -0.480
H -0.651 -1.046 -0.952
H -2.082 0.409 0.756
*
```

Calculated values
* molecular weight: 88.0 g/mol
* energy relative to the best compared isomer or geometry (same formula, charge and spin): 5.199 eV

From a natural (NBO) analysis of the wavefunction, the atomic charges in e read: 0.7659 0.1364 -0.3882 -0.7325 -0.7569 -0.3971 0.0578 0.3146



Entry 4:
Entry from OMol25: a gas-phase ion, C2H2NO3 (charge -1) (ωB97M-V/def2-TZVPD).

```
! RIJCOSX wB97M-V def2-TZVPD def2/J DEFGRID3
* xyz -1 1
C -0.031 0.292 0.175
N 0.212 1.166 -0.717
O 1.175 2.064 -0.647
C -0.606 1.243 -1.995
O -1.700 0.011 -2.045
O -0.526 2.088 -2.830
H 0.385 0.432 1.310
H -0.707 -0.473 -0.059
*
```

Calculated values
* SMILES: C=[N+]([O-])C(=O)[O-]
* molecular weight: 88.0 g/mol
* energy relative to the best compared isomer or geometry (same formula, charge and spin): 5.814 eV

From a natural (NBO) analysis of the wavefunction, the atomic charges in e read: -0.1295 -0.0114 -0.5898 0.8449 -0.9456 -0.5798 0.1709 0.2403



Entry 5:
Entry from OMol25: a gas-phase ion, C2H2NO3S2 (charge -1) (ωB97M-V/def2-TZVPD).

```
! RIJCOSX wB97M-V def2-TZVPD def2/J DEFGRID3
* xyz -1 1
O 1.423 2.063 -0.213
C 0.551 1.219 -0.143
C 1.030 -0.197 -0.017
S -0.458 -1.503 -0.743
O -0.310 -2.656 0.304
S -1.900 0.311 -0.250
O -2.526 0.270 1.085
N -0.741 1.455 -0.356
H 1.829 -0.284 -0.648
H 1.102 -0.678 0.981
*
```

Calculated values
* SMILES: O=C1CS(=O)#S([O-])=N1
* molecular weight: 152.2 g/mol
* energy relative to the best compared isomer or geometry (same formula, charge and spin): 2.000 eV

From a natural (NBO) analysis of the wavefunction, the atomic charges in e read: -0.6585 0.5936 -0.5359 0.7210 -0.9691 1.2421 -0.9525 -0.8937 0.2109 0.2420



Entry 6:
Entry from OMol25: 2 unconnected molecules or ions with the total composition C2H2NO4 (ωB97M-V/def2-TZVPD).

```
! RIJCOSX wB97M-V def2-TZVPD def2/J DEFGRID3
* xyz 1 1
C -0.983 0.543 0.076
C -0.967 -0.978 0.054
N -3.782 0.139 0.461
O -4.207 -0.076 -0.509
O -2.033 1.170 0.102
O -2.024 -1.493 0.225
O 0.163 -1.567 -0.159
H 0.055 0.864 -0.166
H 0.869 -0.955 -0.025
*
```

Calculated values
* molecular weight: 104.0 g/mol
* energy relative to the best compared isomer or geometry (same formula, charge and spin): 0.563 eV

From a natural (NBO) analysis of the wavefunction, the atomic charges in e read: 0.3870 0.6834 0.6959 0.0885 -0.4305 -0.5233 -0.5711 0.1672 0.5029



Entry 7:
Entry from OMol25: a molecular structure, C2H2NiO2P (ωB97M-V/def2-TZVPD).

```
! RIJCOSX wB97M-V def2-TZVPD def2/J DEFGRID3
* xyz 1 3
P -0.184 -0.839 1.491
O -0.990 -1.328 0.246
C -0.367 1.661 -0.781
H -0.306 2.524 -0.104
H -0.681 1.959 -1.784
C 0.490 0.609 -0.625
O 0.674 0.353 0.774
Ni 0.304 -1.236 -1.475
*
```

Calculated values
* molecular weight: 147.7 g/mol

From a natural (NBO) analysis of the wavefunction, the atomic charges in e read: 1.6544 -1.1121 -0.4130 0.2473 0.2275 -0.0908 -0.8130 1.2997



Entry 8:
Entry from OMol25: a molecular structure, C2H2O2 (ωB97M-V/def2-TZVPD).

```
! RIJCOSX wB97M-V def2-TZVPD def2/J DEFGRID3
* xyz 0 1
C -2.075 -1.456 1.999
C -1.335 1.759 1.274
O -1.631 -1.874 1.041
O -1.777 2.757 1.430
H 3.606 -0.255 -2.869
H 3.212 -0.931 -2.875
*
```

Calculated values
* molecular weight: 58.0 g/mol
* energy relative to the best compared isomer or geometry (same formula, charge and spin): 0.297 eV

From a natural (NBO) analysis of the wavefunction, the atomic charges in e read: 0.5012 0.4865 -0.5019 -0.4859 -0.0006 0.0006



Entry 9:
Entry from OMol25: a molecular structure, C2H2O2S (ωB97M-V/def2-TZVPD).

```
! RIJCOSX wB97M-V def2-TZVPD def2/J DEFGRID3
* xyz 0 3
C -2.326 0.079 -0.011
C -0.363 0.072 0.014
O -1.374 -0.672 0.633
O -1.282 0.727 -0.862
S -3.880 0.185 -0.110
H 0.208 0.802 0.564
H 0.510 -0.635 -0.421
*
```

Calculated values
* molecular weight: 90.1 g/mol
* energy relative to the best compared isomer or geometry (same formula, charge and spin): 2.802 eV

From a natural (NBO) analysis of the wavefunction, the atomic charges in e read: 0.0503 0.2443 -0.4825 -0.5042 0.3879 0.1558 0.1484



Entry 10:
Entry from OMol25: a single C2H2O2S2 molecule (ωB97M-V/def2-TZVPD).

```
! RIJCOSX wB97M-V def2-TZVPD def2/J DEFGRID3
* xyz 0 1
O -1.327 -1.736 1.735
S -0.707 -0.500 1.300
O -1.546 0.678 1.256
C -0.108 -0.816 -0.438
C 0.661 0.723 -0.894
S 1.596 -0.733 -0.650
H 0.595 0.795 -1.974
H 0.835 1.590 -0.334
*
```

Calculated values
* SMILES: O=S(=O)=C1CS1
* molecular weight: 122.2 g/mol
* energy relative to the best compared isomer or geometry (same formula, charge and spin): 4.902 eV

From a natural (NBO) analysis of the wavefunction, the atomic charges in e read: -0.8436 1.7969 -0.8468 -0.3771 -0.5675 0.3776 0.2260 0.2344



Entry 11:
Entry from OMol25: a single C2H2O3S molecule (ωB97M-V/def2-TZVPD).

```
! RIJCOSX wB97M-V def2-TZVPD def2/J DEFGRID3
* xyz 0 1
O 1.295 -0.845 -1.043
C 0.838 -0.720 0.036
O 1.274 -1.333 1.116
C -0.390 0.213 0.354
O -0.894 0.185 1.451
S -0.925 1.143 -0.999
H 0.708 -0.964 1.853
H -2.003 1.666 -0.403
*
```

Calculated values
* SMILES: O=C(O)C(=O)S
* molecular weight: 106.1 g/mol
* energy relative to the best compared isomer or geometry (same formula, charge and spin): 0.313 eV

From a natural (NBO) analysis of the wavefunction, the atomic charges in e read: -0.5254 0.6936 -0.6375 0.2660 -0.5469 0.0984 0.5067 0.1451



Entry 12:
Entry from OMol25: 2 unconnected molecules or ions with the total composition C2H2O3S (ωB97M-V/def2-TZVPD).

```
! RIJCOSX wB97M-V def2-TZVPD def2/J DEFGRID3
* xyz 0 1
C -0.101 -0.428 -1.093
C -1.356 -1.013 -0.822
O 2.081 0.313 2.051
O 0.499 2.086 1.244
O 0.836 0.237 -1.093
S 1.684 1.241 0.980
H -1.648 -1.992 -1.211
H -1.995 -0.442 -0.056
*
```

Calculated values
* molecular weight: 106.1 g/mol
* energy relative to the best compared isomer or geometry (same formula, charge and spin): 2.666 eV

From a natural (NBO) analysis of the wavefunction, the atomic charges in e read: 0.7498 -0.7880 -0.8195 -0.8327 -0.4910 1.6358 0.2621 0.2836



Entry 13:
Entry from OMol25: a molecular structure, C2H2O3S (ωB97M-V/def2-TZVPD).

```
! RIJCOSX wB97M-V def2-TZVPD def2/J DEFGRID3
* xyz 0 1
C -0.247 0.325 -0.501
C 1.265 0.307 -0.329
O -1.835 -0.097 1.510
O -2.283 -1.301 -0.614
O 0.821 0.955 0.798
S -1.348 -0.651 0.308
H 1.794 -0.624 -0.089
H 1.832 1.085 -1.083
*
```

Calculated values
* molecular weight: 106.1 g/mol
* energy relative to the best compared isomer or geometry (same formula, charge and spin): 6.716 eV

From a natural (NBO) analysis of the wavefunction, the atomic charges in e read: -0.1557 -0.1152 -0.7987 -0.8134 -0.4903 1.9752 0.1992 0.1988



Entry 14:
Entry from OMol25: 2 unconnected molecules or ions with the total composition C2H2O3S (ωB97M-V/def2-TZVPD).

```
! RIJCOSX wB97M-V def2-TZVPD def2/J DEFGRID3
* xyz 0 3
C -0.248 0.524 -0.777
C -0.279 -0.620 -1.350
O -0.691 -0.250 1.978
O -0.208 1.540 -0.196
O 1.650 0.290 1.580
S 0.346 0.747 1.980
H -1.201 -1.130 -1.555
H 0.632 -1.100 -1.660
*
```

Calculated values
* molecular weight: 106.1 g/mol
* energy relative to the best compared isomer or geometry (same formula, charge and spin): 0.818 eV

From a natural (NBO) analysis of the wavefunction, the atomic charges in e read: 0.7235 -0.7457 -0.7613 -0.4927 -0.7639 1.4916 0.2737 0.2748



Entry 15:
Entry from OMol25: a gas-phase ion, C2H2O4P (charge -1) (ωB97M-V/def2-TZVPD).

```
! RIJCOSX wB97M-V def2-TZVPD def2/J DEFGRID3
* xyz -1 1
O -2.146 0.000 -1.327
P -1.514 -0.142 -0.012
O -2.245 -0.134 1.258
O -0.287 -1.177 0.000
C 0.985 -0.610 -0.021
C 1.132 0.717 0.031
O 0.152 1.563 0.084
H 1.777 -1.339 -0.034
H 2.147 1.122 0.021
*
```

Calculated values
* SMILES: O=P(=O)O/C=C\[O-]
* molecular weight: 121.0 g/mol
* energy relative to the best compared isomer or geometry (same formula, charge and spin): 0.841 eV

From a natural (NBO) analysis of the wavefunction, the atomic charges in e read: -1.0962 2.4624 -1.0965 -0.8015 -0.1108 0.1123 -0.7664 0.1689 0.1279



Entry 16:
Entry from OMol25: 2 unconnected molecules or ions with the total composition C2H2OS (ωB97M-V/def2-TZVPD).

```
! RIJCOSX wB97M-V def2-TZVPD def2/J DEFGRID3
* xyz 0 1
C -1.084 -2.176 -1.006
C 0.813 1.171 0.300
O -1.704 -2.555 -0.143
S -0.772 1.345 0.128
H 1.427 1.942 0.750
H 1.320 0.274 -0.030
*
```

Calculated values
* molecular weight: 74.1 g/mol
* energy relative to the best compared isomer or geometry (same formula, charge and spin): 0.054 eV

From a natural (NBO) analysis of the wavefunction, the atomic charges in e read: 0.4999 -0.4640 -0.5025 0.0884 0.1899 0.1883



Entry 17:
Entry from OMol25: a molecular structure, C2H2OS (ωB97M-V/def2-TZVPD).

```
! RIJCOSX wB97M-V def2-TZVPD def2/J DEFGRID3
* xyz 0 1
C -1.445 0.858 0.204
C -0.276 0.932 0.244
O 1.509 0.975 -0.303
S 2.485 -0.019 0.230
H -2.555 0.867 0.444
H 1.971 -1.297 -0.340
*
```

Calculated values
* molecular weight: 74.1 g/mol
* energy relative to the best compared isomer or geometry (same formula, charge and spin): 5.465 eV

From a natural (NBO) analysis of the wavefunction, the atomic charges in e read: -0.3690 0.1615 -0.6447 0.5398 0.2583 0.0540



Entry 18:
Entry from OMol25: a single C2H2OS3 molecule (ωB97M-V/def2-TZVPD).

```
! RIJCOSX wB97M-V def2-TZVPD def2/J DEFGRID3
* xyz 0 1
O -0.564 -1.948 0.100
C -0.748 -0.765 0.044
S -2.328 -0.034 -0.032
C 0.551 0.211 0.003
S 0.419 1.818 0.050
S 1.925 -0.799 -0.028
H -1.967 1.241 -0.055
H 2.712 0.276 -0.082
*
```

Calculated values
* SMILES: O=C(S)C(=S)S
* molecular weight: 138.2 g/mol
* energy relative to the best compared isomer or geometry (same formula, charge and spin): 0.129 eV

From a natural (NBO) analysis of the wavefunction, the atomic charges in e read: -0.5256 0.3436 0.0488 -0.4338 0.0623 0.2149 0.1558 0.1341



What did we get for total energy? Answer: -15692.2166; -7688.3017; -9736.4540; -9735.8385; -31409.1639; -11775.0355; -56522.5635; -6199.7576; -17030.7021; -27866.7037; -19084.1319; -19081.7788; -19077.7284; -19078.6676; -19587.9108; -14987.6578; -14982.2461; -36658.8209 eV, in the order shown.